Arrangement 1

{"formula": "H80O40", "method": "the ωB97M-V functional and the def2-TZVPD basis", "elements": ["H", "H", "O", "H", "H", "O", "H", "H", "O", "H", "H", "O", "H", "H", "O", "H", "O", "H", "O", "H", "H", "O", "H", "H", "O", "H", "H", "O", "H", "H", "O", "H", "O", "H", "H", "O", "H", "H", "O", "H", "H", "O", "H", "H", "O", "H", "H", "O", "H", "H", "O", "H", "O", "H", "H", "O", "H", "O", "H", "H", "O", "H", "H", "O", "H", "H", "O", "H", "H", "O", "H", "H", "O", "H", "H", "O", "H", "H", "O", "H", "H", "O", "H", "H", "O", "H", "H", "O", "H", "O", "H", "H", "O", "H", "H", "H", "H", "H", "H", "O", "H", "H", "O", "H", "H", "O", "H", "H", "O", "H", "H", "O", "H", "H", "O", "H", "H", "O", "H", "H"], "xyz": [[1.894, -2.720, 5.122], [1.592, -1.185, 5.641], [1.117, -2.080, 5.445], [-5.781, -2.189, -1.636], [-5.236, -3.344, -1.432], [-5.279, -2.801, -2.261], [-2.183, 1.015, -6.062], [-2.562, 1.492, -4.696], [-2.986, 1.443, -5.626], [5.954, -0.660, 3.733], [4.430, -1.038, 4.413], [5.071, -0.445, 4.200], [-1.119, 3.930, -4.401], [-0.864, 3.743, -2.870], [-0.475, 4.014, -3.690], [3.952, -3.493, 0.220], [3.807, -4.174, -0.359], [-2.596, 0.152, -0.594], [-2.540, 0.449, -1.459], [5.085, 3.103, -2.790], [3.458, 2.792, -2.729], [4.390, 2.464, -2.394], [-1.459, 5.323, 0.093], [-1.003, 4.434, 1.076], [-0.641, 5.022, 0.415], [4.423, -0.646, 0.661], [5.722, -0.576, 0.357], [5.304, -1.124, 0.999], [-3.659, -3.946, 0.163], [-4.080, -5.151, 0.642], [-4.397, -4.544, 0.041], [2.176, 3.361, -0.263], [2.488, 4.189, -0.780], [4.309, 2.078, 1.795], [4.590, 2.692, 3.286], [4.121, 2.016, 2.740], [-3.755, 3.706, -2.399], [-4.124, 2.747, -3.756], [-3.512, 3.103, -3.110], [-0.739, 1.030, 6.497], [-1.417, 2.310, 5.989], [-0.643, 1.714, 5.935], [1.467, -0.353, -4.507], [0.526, -1.154, -3.578], [1.226, -0.343, -3.740], [1.592, -4.277, -1.362], [1.459, -3.282, -2.447], [1.101, -4.071, -2.109], [-3.493, -1.223, -5.896], [-4.533, -1.234, -4.791], [-3.733, -0.948, -5.074], [3.552, 1.330, 0.564], [3.137, 1.662, -0.300], [2.514, 2.363, 3.204], [1.649, 1.467, 2.400], [1.507, 2.288, 2.798], [-3.953, -0.599, 2.036], [-3.912, -1.000, 2.989], [-1.419, -5.693, -1.813], [-0.277, -4.989, -2.544], [-0.699, -5.843, -2.553], [-2.653, 1.877, 1.532], [-2.361, 1.081, 2.881], [-2.112, 1.838, 2.334], [5.992, 2.693, -0.278], [5.363, 4.204, -0.340], [5.636, 3.418, 0.078], [-0.886, -2.161, -2.763], [-0.262, -3.214, -3.557], [-0.458, -2.300, -3.483], [0.810, -1.204, -0.903], [-0.516, -0.433, -1.113], [-0.085, -1.323, -0.933], [4.461, -4.851, 1.576], [5.383, -3.530, 1.454], [4.918, -4.229, 2.001], [-2.092, 0.079, 5.152], [-3.528, -0.594, 4.896], [-3.059, 0.190, 5.181], [2.373, 0.076, 0.109], [1.753, -1.107, 0.992], [2.552, -0.872, 0.632], [-2.341, -1.331, 0.398], [-1.899, -0.508, 1.608], [-2.545, -0.488, 0.893], [3.615, -0.691, -2.641], [4.005, 0.673, -2.472], [3.950, -0.094, -1.958], [0.261, 1.022, -0.231], [0.743, 0.490, 0.383], [0.534, 2.560, -1.488], [-0.544, 2.840, -0.422], [-0.351, 2.378, -1.268], [3.912, 2.219, -0.727], [4.473, -4.559, -0.661], [-4.906, -1.165, 2.974], [-2.636, 1.345, -1.754], [1.682, 4.729, -0.781], [1.074, 1.263, 1.070], [-5.888, 0.951, -1.891], [-5.439, 1.558, -1.372], [-5.284, 0.687, -2.617], [-1.914, -2.412, 4.629], [-1.146, -2.741, 4.119], [-2.597, -2.222, 4.009], [-2.369, -2.944, -1.088], [-1.478, -2.394, -1.163], [-3.045, -2.528, -1.667], [1.513, 0.729, 4.743], [1.342, 1.446, 5.303], [0.496, 0.452, 4.693], [-4.861, 3.007, -0.461], [-5.833, 3.312, -0.346], [-4.431, 3.788, -0.326], [2.077, 3.032, -3.520], [1.590, 2.185, -3.600], [1.300, 3.604, -3.297], [-1.987, -3.953, 1.886], [-1.551, -3.971, 2.853], [-1.291, -4.219, 1.305]], "lowdin_charge": [0.100, 0.046, -0.161, 0.072, 0.015, -0.092, 0.072, 0.056, -0.123, 0.093, -0.044, -0.059, 0.059, -0.004, -0.035, -0.014, 0.091, -0.072, -0.013, 0.122, 0.043, -0.154, 0.014, 0.040, -0.001, 0.058, -0.001, -0.090, -0.014, -0.006, -0.025, 0.056, -0.084, 0.017, 0.103, -0.048, 0.036, 0.047, -0.042, -0.010, 0.094, -0.005, -0.143, 0.060, -0.004, 0.016, 0.033, 0.008, -0.008, -0.017, 0.027, 0.052, -0.152, 0.102, -0.062, -0.121, 0.082, -0.128, 0.090, -0.066, -0.106, 0.028, 0.009, -0.047, -0.025, 0.037, 0.029, -0.082, 0.058, 0.072, -0.008, 0.077, -0.033, -0.058, 0.059, -0.029, 0.013, -0.003, -0.076, 0.089, -0.019, -0.112, 0.073, 0.072, -0.077, 0.041, -0.043, -0.044, -0.013, -0.136, 0.003, 0.067, -0.018, 0.063, -0.069, 0.103, 0.003, 0.027, 0.123, -0.040, -0.082, 0.047, -0.045, 0.026, -0.027, -0.100, 0.052, 0.051, -0.092, -0.011, 0.101, -0.035, 0.139, -0.012, -0.060, 0.057, 0.032, -0.074, 0.104, 0.019], "homo_lumo_gap_ev": 8.88, "e_lumo_ev": -1.0, "e_homo_ev": -9.83}

***

Arrangement 2

{"formula": "H80O40", "method": "the ωB97M-V functional and the def2-TZVPD basis", "elements": ["H", "H", "O", "H", "H", "O", "H", "H", "O", "H", "H", "O", "H", "H", "O", "H", "O", "H", "O", "H", "H", "O", "H", "H", "O", "H", "H", "O", "H", "H", "O", "H", "O", "H", "H", "O", "H", "H", "O", "H", "H", "O", "H", "H", "O", "H", "H", "O", "H", "H", "O", "H", "O", "H", "H", "O", "H", "O", "H", "H", "O", "H", "H", "O", "H", "H", "O", "H", "H", "O", "H", "H", "O", "H", "H", "O", "H", "H", "O", "H", "H", "O", "H", "H", "O", "H", "H", "O", "H", "O", "H", "H", "O", "H", "H", "H", "H", "H", "H", "O", "H", "H", "O", "H", "H", "O", "H", "H", "O", "H", "H", "O", "H", "H", "O", "H", "H", "O", "H", "H"], "xyz": [[5.078, -4.147, -1.151], [4.124, -4.023, -2.335], [4.171, -4.310, -1.442], [0.979, 2.034, 3.365], [0.729, 2.497, 5.011], [0.937, 1.770, 4.279], [-1.986, 1.602, -5.770], [-0.408, 2.523, -6.011], [-1.127, 1.808, -6.359], [-3.556, 3.055, -1.117], [-4.250, 2.389, 0.097], [-3.415, 2.426, -0.390], [2.836, -0.910, 2.852], [2.059, -0.865, 1.509], [2.753, -0.481, 2.051], [-2.981, -0.752, 5.642], [-3.979, -1.024, 5.541], [0.733, -0.651, 6.157], [1.450, -1.252, 6.180], [0.327, -3.957, 3.730], [-0.946, -3.712, 2.830], [-0.128, -3.336, 3.169], [3.918, 5.167, 1.774], [4.258, 3.605, 1.199], [4.091, 4.502, 1.002], [-3.925, 0.661, -4.515], [-2.587, 0.209, -4.122], [-3.035, 0.513, -4.889], [-2.402, 4.450, 0.122], [-1.505, 4.139, 1.422], [-2.066, 4.830, 0.983], [-1.503, 2.976, -3.202], [-1.422, 3.553, -4.033], [-2.659, -2.738, -2.839], [-2.944, -1.344, -2.048], [-3.273, -1.904, -2.758], [5.009, 0.145, 0.130], [4.034, -0.792, 0.791], [3.967, 0.096, 0.259], [-5.329, 0.980, -2.545], [-6.513, 0.702, -1.519], [-5.555, 0.801, -1.702], [5.027, 2.934, -1.502], [5.443, 1.468, -1.453], [4.785, 2.145, -1.779], [-2.362, 0.959, 3.958], [-2.018, 1.786, 2.553], [-2.670, 1.091, 2.976], [2.996, 4.818, -3.097], [3.431, 3.579, -2.368], [2.806, 4.206, -2.454], [-0.517, -3.586, -1.401], [-1.004, -2.612, -1.467], [0.630, 2.150, 1.194], [-0.190, 1.053, 1.900], [-0.041, 2.003, 1.810], [2.732, 0.515, -1.362], [2.709, -0.022, -2.193], [-4.572, -1.412, 1.864], [-3.865, -0.215, 2.731], [-4.164, -1.181, 2.728], [1.915, 3.222, -0.855], [2.725, 3.893, 0.259], [2.397, 3.038, 0.002], [-2.788, -2.594, 3.603], [-1.803, -2.847, 4.781], [-2.519, -3.200, 4.403], [2.578, -3.436, 1.312], [3.927, -3.375, 0.796], [3.361, -2.942, 1.433], [-0.741, 3.400, -0.342], [-1.710, 2.218, -0.463], [-0.719, 2.461, -0.507], [0.281, 0.174, -4.468], [1.528, -0.297, -5.442], [0.813, 0.349, -5.426], [1.738, 4.684, 2.034], [1.074, 5.976, 1.452], [1.702, 5.735, 2.163], [-0.050, -0.665, 4.163], [-0.677, 0.812, 4.605], [-0.670, -0.261, 4.794], [-1.788, -2.694, -4.380], [-1.521, -1.697, -5.659], [-1.304, -2.576, -5.228], [0.134, -0.912, -2.023], [-0.663, 0.556, -1.935], [-0.576, -0.327, -2.197], [2.336, -5.419, -0.330], [1.930, -6.214, 0.073], [6.520, 0.222, 2.080], [6.333, 1.070, 0.974], [6.748, 0.173, 1.138], [-1.241, -2.745, -0.521], [-4.295, -1.772, 5.089], [3.032, 0.759, -2.730], [1.781, -1.071, 5.279], [-1.043, 4.272, -3.626], [0.971, -6.030, -0.037], [-6.272, -2.168, 0.001], [-5.761, -2.682, -0.466], [-5.577, -1.330, -0.176], [-2.770, -0.940, -0.539], [-3.444, -0.621, -1.076], [-1.935, -0.924, -1.095], [2.287, -3.425, -3.363], [1.451, -3.510, -3.150], [2.607, -2.593, -3.754], [-3.307, -5.900, -0.821], [-2.995, -5.486, -1.513], [-2.629, -6.260, -0.371], [-1.552, -5.517, 1.266], [-2.535, -5.811, 1.304], [-1.231, -6.401, 1.005], [3.400, 2.011, 2.755], [3.899, 1.913, 3.601], [3.365, 1.247, 2.306], [-0.171, 4.912, -1.269], [0.781, 4.881, -1.481], [-0.440, 5.747, -1.412]], "lowdin_charge": [0.053, 0.000, -0.037, -0.024, 0.144, -0.116, 0.034, 0.091, -0.222, 0.072, 0.081, -0.052, 0.025, 0.078, -0.056, 0.078, -0.101, -0.027, -0.053, 0.045, 0.002, -0.059, 0.119, -0.007, -0.082, 0.068, 0.004, -0.024, 0.031, 0.041, -0.083, 0.066, -0.040, 0.078, -0.074, -0.101, 0.058, 0.078, -0.160, -0.034, 0.087, 0.001, -0.045, 0.092, 0.006, 0.077, 0.081, -0.122, 0.029, -0.049, 0.054, 0.159, -0.126, -0.011, 0.067, -0.045, 0.010, -0.104, 0.026, 0.031, -0.100, 0.044, -0.037, -0.074, 0.081, -0.062, -0.057, 0.014, 0.026, -0.012, -0.036, 0.037, -0.102, 0.117, 0.009, -0.144, 0.091, 0.037, -0.107, 0.028, 0.104, -0.138, -0.001, 0.065, -0.088, 0.029, 0.013, -0.021, 0.009, -0.065, 0.055, 0.060, -0.067, 0.070, -0.022, 0.049, 0.023, -0.037, 0.022, -0.033, -0.086, 0.121, -0.037, -0.025, 0.027, 0.024, -0.065, 0.071, 0.073, -0.044, -0.056, -0.082, 0.100, 0.046, -0.017, 0.087, -0.089, 0.002, 0.054, 0.001], "homo_lumo_gap_ev": 8.46, "e_lumo_ev": -0.8, "e_homo_ev": -9.23}

***

Arrangement 3

{"formula": "H80O40", "method": "the ωB97M-V functional and the def2-TZVPD basis", "elements": ["H", "H", "O", "H", "H", "O", "H", "H", "O", "H", "H", "O", "H", "H", "O", "H", "O", "H", "O", "H", "H", "O", "H", "H", "O", "H", "H", "O", "H", "H", "O", "H", "O", "H", "H", "O", "H", "H", "O", "H", "H", "O", "H", "H", "O", "H", "H", "O", "H", "H", "O", "H", "O", "H", "H", "O", "H", "O", "H", "H", "O", "H", "H", "O", "H", "H", "O", "H", "H", "O", "H", "H", "O", "H", "H", "O", "H", "H", "O", "H", "H", "O", "H", "H", "O", "H", "H", "O", "H", "O", "H", "H", "O", "H", "H", "H", "H", "H", "H", "O", "H", "H", "O", "H", "H", "O", "H", "H", "O", "H", "H", "O", "H", "H", "O", "H", "H", "O", "H", "H"], "xyz": [[-2.245, 3.144, -3.772], [-1.862, 3.003, -5.393], [-2.383, 2.681, -4.703], [-5.408, 1.152, 3.830], [-5.569, 1.810, 2.368], [-5.585, 2.032, 3.315], [0.224, -4.916, -4.085], [1.616, -5.606, -3.280], [1.070, -5.259, -3.951], [-3.958, 0.111, -3.875], [-2.675, -0.301, -3.253], [-3.605, -0.405, -3.055], [-0.892, 1.067, -0.682], [0.100, 2.222, -1.185], [-0.175, 1.326, -1.186], [5.721, 3.559, 0.548], [5.069, 3.083, 0.151], [-4.155, -3.348, 1.896], [-3.613, -4.156, 1.941], [2.913, 0.140, -2.496], [2.361, -0.052, -3.945], [2.157, -0.218, -2.999], [2.958, -2.770, 1.702], [3.222, -2.256, 0.269], [3.012, -3.010, 0.751], [-0.530, 3.072, 2.051], [-1.418, 3.290, 0.615], [-1.369, 3.247, 1.545], [0.138, -4.002, 2.900], [-1.277, -3.686, 2.517], [-0.692, -3.700, 3.228], [-2.092, 3.683, -1.469], [-2.122, 3.089, -2.170], [-0.742, 0.783, -3.216], [-1.375, 1.457, -4.359], [-0.792, 0.733, -4.193], [2.956, -4.516, -0.593], [1.889, -5.549, -0.608], [2.210, -4.800, -1.244], [4.026, -0.429, 5.373], [2.805, 0.481, 4.808], [3.355, -0.334, 4.674], [2.087, 1.192, -5.919], [0.824, 1.086, -4.859], [1.352, 1.694, -5.516], [-1.343, -0.816, 5.137], [-2.393, -0.399, 4.236], [-2.072, -1.241, 4.585], [-4.694, -1.553, -0.595], [-4.658, -2.829, 0.063], [-4.680, -1.874, 0.279], [4.283, 1.992, 3.306], [3.905, 2.801, 2.896], [-4.788, 0.458, -2.005], [-6.413, 0.456, -2.264], [-5.671, 0.493, -1.675], [-4.359, 1.436, -0.526], [-3.439, 1.723, -0.448], [2.255, 5.353, -2.702], [2.888, 5.349, -1.340], [3.015, 5.598, -2.278], [3.984, 2.465, -2.910], [4.636, 3.708, -2.244], [4.685, 2.769, -2.338], [-2.014, -0.738, 1.354], [-2.198, 0.567, 2.183], [-1.722, 0.184, 1.372], [-6.794, 0.592, 1.399], [-6.005, 0.983, 0.065], [-6.207, 1.271, 0.950], [6.287, -0.687, -2.231], [6.077, 0.767, -2.447], [5.760, 0.035, -1.798], [3.708, -3.139, -2.440], [4.702, -2.216, -1.622], [4.624, -2.931, -2.357], [1.991, -3.374, 4.011], [2.835, -4.743, 3.408], [1.977, -4.301, 3.724], [-3.749, 4.813, 0.125], [-2.312, 5.403, 0.235], [-3.220, 5.528, 0.521], [-0.456, -1.571, -0.386], [-1.864, -1.773, -1.030], [-1.229, -1.103, -0.693], [-2.401, 2.444, 3.758], [-3.935, 2.336, 3.486], [-3.094, 1.861, 3.931], [3.187, 4.039, -4.739], [3.484, 3.154, -5.020], [1.464, -4.617, 1.840], [1.282, -6.124, 2.377], [1.489, -5.598, 1.663], [4.313, 2.932, 2.020], [5.393, 2.661, -0.650], [-3.144, 1.129, 0.268], [-3.437, -3.809, 2.827], [-1.874, 2.171, -1.810], [2.748, 2.621, -5.003], [2.022, 3.131, 5.157], [2.440, 2.318, 4.901], [1.890, 3.613, 4.396], [-0.547, -3.378, -2.635], [-0.805, -3.183, -3.505], [0.319, -3.747, -2.626], [-0.101, -2.401, 6.243], [0.784, -2.625, 5.947], [-0.546, -3.105, 5.691], [0.827, 3.865, -2.646], [0.599, 3.339, -3.454], [0.956, 4.712, -3.101], [3.866, -0.112, 1.612], [3.878, 0.402, 0.733], [2.861, -0.017, 1.881], [0.096, 0.182, 5.164], [0.123, -0.579, 5.811], [-0.130, 0.975, 5.585], [-2.535, -6.014, -2.399], [-1.631, -5.640, -2.183], [-2.699, -6.218, -1.515]], "lowdin_charge": [0.066, 0.018, -0.071, 0.117, -0.019, -0.102, -0.005, 0.007, -0.024, 0.125, 0.013, -0.066, -0.042, 0.011, -0.009, -0.004, -0.016, 0.019, -0.055, 0.030, 0.034, -0.052, 0.054, -0.013, -0.029, 0.090, -0.026, -0.036, -0.031, -0.012, -0.002, 0.001, -0.054, 0.035, -0.053, -0.054, 0.055, 0.076, -0.138, 0.056, 0.026, -0.070, 0.063, 0.054, -0.111, 0.002, -0.014, -0.110, -0.013, 0.057, -0.033, 0.038, -0.077, -0.016, 0.075, -0.036, 0.003, -0.040, -0.069, 0.076, -0.010, 0.024, 0.023, -0.051, 0.034, 0.058, -0.099, 0.111, -0.018, -0.060, 0.055, 0.079, -0.115, -0.008, 0.062, -0.072, 0.058, 0.121, -0.095, 0.042, 0.011, -0.050, 0.051, 0.058, -0.053, -0.025, 0.077, -0.101, 0.053, -0.026, 0.031, 0.003, -0.049, -0.002, 0.016, 0.033, 0.041, 0.066, -0.090, -0.005, -0.017, -0.015, -0.011, 0.024, -0.009, -0.058, 0.035, 0.079, -0.043, 0.064, 0.041, -0.130, 0.065, 0.098, -0.047, 0.043, 0.026, -0.056, 0.046, -0.014], "homo_lumo_gap_ev": 9.84, "e_lumo_ev": -0.5, "e_homo_ev": -10.33}

***

Arrangement 4

{"formula": "H80O40", "method": "the ωB97M-V functional and the def2-TZVPD basis", "elements": ["H", "H", "O", "H", "H", "O", "H", "H", "O", "H", "H", "O", "H", "H", "O", "H", "O", "H", "O", "H", "H", "O", "H", "H", "O", "H", "H", "O", "H", "H", "O", "H", "O", "H", "H", "O", "H", "H", "O", "H", "H", "O", "H", "H", "O", "H", "H", "O", "H", "H", "O", "H", "O", "H", "H", "O", "H", "O", "H", "H", "O", "H", "H", "O", "H", "H", "O", "H", "H", "O", "H", "H", "O", "H", "H", "O", "H", "H", "O", "H", "H", "O", "H", "H", "O", "H", "H", "O", "H", "O", "H", "H", "O", "H", "H", "H", "H", "H", "H", "O", "H", "H", "O", "H", "H", "O", "H", "H", "O", "H", "H", "O", "H", "H", "O", "H", "H", "O", "H", "H"], "xyz": [[-4.660, -1.445, -5.075], [-3.999, -0.081, -4.807], [-4.449, -0.849, -4.369], [1.134, -3.559, -3.775], [1.666, -2.686, -2.551], [1.829, -2.991, -3.532], [-2.771, 2.269, 0.750], [-1.827, 2.569, -0.686], [-2.108, 2.910, 0.323], [-1.182, -1.371, -3.668], [0.254, -0.851, -3.713], [-0.384, -1.307, -4.232], [-4.517, -1.218, 3.218], [-6.030, -1.293, 3.218], [-5.303, -0.571, 3.235], [0.351, -4.496, 4.998], [0.589, -3.784, 5.545], [-1.657, -1.554, -0.486], [-0.875, -0.939, -0.410], [-3.761, 2.421, -1.610], [-4.745, 2.437, -2.606], [-4.515, 1.880, -1.895], [1.730, 3.253, 4.925], [2.427, 1.888, 5.153], [2.053, 2.716, 5.587], [-2.356, -5.418, -1.512], [-1.386, -5.748, -2.659], [-2.338, -5.432, -2.450], [-0.855, 4.225, -3.077], [-1.637, 4.061, -1.570], [-1.575, 4.577, -2.542], [-4.230, 0.780, 1.607], [-4.093, 1.097, 0.675], [2.288, 5.765, -0.739], [1.610, 6.370, 0.452], [1.530, 6.288, -0.462], [1.532, -2.314, 5.197], [2.844, -2.611, 4.848], [2.331, -1.953, 4.935], [0.961, -3.456, 3.438], [0.321, -2.243, 2.823], [0.604, -3.145, 2.638], [2.742, -3.155, 1.672], [3.135, -2.502, 2.974], [3.450, -2.847, 2.162], [6.083, 2.178, -0.251], [4.854, 1.211, 0.391], [5.684, 1.758, 0.553], [-3.321, -3.192, -2.155], [-3.711, -3.237, -0.579], [-3.312, -2.805, -1.282], [-1.686, 3.534, 4.823], [-2.594, 3.275, 4.684], [-1.184, 0.823, -2.832], [-0.449, 0.921, -1.604], [-0.897, 1.412, -2.190], [2.566, 3.461, 2.403], [3.138, 4.094, 1.983], [1.226, 0.395, -2.500], [2.137, -0.858, -2.384], [1.360, -0.516, -2.164], [4.779, -2.229, -1.832], [4.797, -2.465, -3.243], [4.691, -1.704, -2.639], [1.017, -2.769, -0.845], [1.992, -1.948, -0.078], [1.099, -2.454, 0.042], [-2.968, 3.937, -3.314], [-2.899, 3.016, -4.682], [-3.445, 3.303, -3.975], [-2.806, -1.652, 5.063], [-3.914, -2.919, 4.629], [-3.304, -2.556, 5.236], [1.476, 3.637, -3.747], [2.605, 3.154, -4.134], [2.380, 4.030, -3.705], [-3.764, -1.011, -2.464], [-3.353, 0.395, -1.906], [-2.968, -0.485, -2.251], [-0.349, -6.108, -0.185], [-1.147, -5.844, 1.119], [-0.799, -6.493, 0.590], [2.016, -4.838, 1.185], [3.533, -4.667, 0.678], [2.781, -5.293, 0.654], [0.223, 0.088, 4.171], [0.349, -0.450, 5.648], [-0.160, -0.516, 4.746], [0.152, 0.465, -4.155], [0.857, 1.027, -4.369], [2.362, 4.292, -1.330], [2.148, 3.892, 0.189], [2.301, 3.425, -0.780], [-2.510, 2.453, 4.219], [-0.167, -3.214, 5.799], [4.122, 3.749, 2.118], [-0.110, -1.268, -0.121], [-4.556, 0.356, 0.280], [0.526, 1.247, -5.286], [-0.876, 5.210, -0.232], [-0.190, 5.833, -0.336], [-1.663, 5.601, -0.510], [1.335, -5.246, -2.180], [1.200, -6.192, -2.682], [1.459, -4.561, -2.786], [-2.555, -1.853, 2.061], [-2.237, -1.040, 1.869], [-1.893, -2.392, 1.946], [1.682, 1.856, 2.816], [1.878, 1.179, 2.290], [0.791, 2.237, 2.516], [3.730, 1.611, -3.473], [2.844, 1.602, -3.350], [4.406, 0.912, -3.387], [0.379, 2.864, 0.944], [-0.133, 3.629, 0.565], [-0.044, 2.099, 0.758], [2.852, 0.911, 0.183], [1.987, 1.158, 0.172], [3.332, 1.323, -0.566]], "lowdin_charge": [0.031, 0.076, -0.053, 0.011, 0.081, -0.039, 0.044, 0.098, -0.145, 0.056, -0.041, -0.034, 0.024, 0.092, -0.114, 0.039, -0.016, 0.052, -0.026, 0.023, 0.006, -0.041, -0.039, 0.066, -0.056, -0.014, 0.072, -0.069, 0.046, 0.117, -0.109, 0.055, -0.064, 0.040, 0.031, 0.000, -0.052, -0.072, 0.050, -0.018, 0.041, -0.023, -0.073, -0.011, -0.003, 0.059, 0.027, -0.098, 0.045, 0.015, -0.015, 0.025, -0.033, -0.008, -0.048, 0.036, -0.035, -0.098, 0.048, -0.042, -0.002, 0.043, 0.058, -0.051, 0.012, 0.120, -0.052, 0.047, 0.008, -0.094, 0.101, -0.011, -0.095, 0.030, 0.030, -0.074, 0.020, 0.046, -0.132, 0.030, -0.023, -0.013, 0.063, 0.028, -0.102, -0.033, 0.122, -0.054, -0.054, -0.047, 0.041, 0.083, -0.157, 0.008, 0.087, 0.126, -0.105, 0.056, 0.119, -0.036, -0.006, 0.032, -0.085, 0.152, -0.087, 0.074, -0.015, -0.061, -0.034, -0.046, 0.077, -0.014, -0.073, 0.071, -0.052, 0.056, -0.023, -0.023, -0.044, 0.042], "homo_lumo_gap_ev": 9.86, "e_lumo_ev": -0.6, "e_homo_ev": -10.46}

***

Most stable one: arrangement 3, least stable one: arrangement 2.